[1]
# C8H15N2

An isolated ion of composition C8H15N2 and charge +1 (ωB97M-V with the def2-TZVPD basis set, the OMol25 dataset).

Summary:
HOMO energy: -12.77 eV
gap between HOMO and LUMO: 8.427 eV
net charge: +1
relative energy (zero: lowest compared OMol25 entry of this formula, charge and spin): 61.2 kcal per mole
structure (SMILES): C=C(C)/C=C\[C@@H](N)C(C)=[NH2+]
calculated total energy: -11510.3294 eV
LUMO: -0.1597 hartree

Last column: natural (NBO) charge in e.
Cartesian coordinates (Å):
N1 -0.481 0.031 2.321  -0.6640
N2 -0.596 -1.914 -0.793  -0.8229
C1 0.567 1.397 -1.043  -0.0313
C2 0.770 -2.013 1.964  -0.7171
C3 -1.596 0.290 -0.313  -0.2302
C4 0.844 2.201 -2.279  -0.6643
C5 1.569 0.801 -0.371  -0.3503
C6 -0.894 1.307 -0.759  -0.1730
C7 -0.172 -0.953 1.520  0.5312
C8 -1.035 -0.997 0.281  -0.2230
H1 -1.538 2.031 -1.133  0.2250
H2 1.904 2.377 -2.525  0.2355
H3 -2.625 0.514 -0.392  0.2367
H4 1.517 -1.532 2.744  0.2595
H5 -0.099 -1.302 -1.386  0.3677
H6 0.632 3.227 -2.266  0.2409
H7 -1.947 -1.567 0.525  0.2875
H8 1.123 -2.569 1.010  0.3103
H9 0.111 -2.589 2.566  0.2804
H10 -1.163 0.726 1.938  0.4540
H11 0.115 0.147 3.130  0.4326
H12 0.344 1.920 -3.141  0.2320
H13 -1.222 -2.459 -1.378  0.4052
H14 1.308 0.092 0.467  0.1524
H15 2.565 0.834 -0.687  0.2251

[2]
# C22H26N2O5S

One molecule with the formula C22H26N2O5S (ωB97M-V with the def2-TZVPD basis set, the OMol25 dataset).

Summary:
HOMO energy: -8.96 eV
gap between HOMO and LUMO: 9.198 eV
relative energy (zero: lowest compared OMol25 entry of this formula, charge and spin): 11.5 kcal per mole
structure (SMILES): CCCCN(c1ccccc1)S(=O)(=O)c1ccc2c(c1)CCN2C(=O)CCC(=O)O
calculated total energy: -47290.0800 eV
LUMO: 0.0088 hartree

Last column: natural (NBO) charge in e.
Cartesian coordinates (Å):
S1 2.869 0.334 1.584  2.3352
O1 3.456 1.642 1.646  -0.9459
O2 -7.550 -1.407 -1.063  -0.5815
O3 -5.699 -2.303 -0.247  -0.6893
O4 3.132 -0.590 2.648  -0.9288
O5 -3.860 -1.025 1.189  -0.6554
N1 3.256 -0.328 0.103  -0.7460
N2 -2.931 0.962 0.652  -0.4301
C1 4.365 0.205 -0.659  -0.2175
C2 -6.642 -1.371 -0.279  0.7864
C3 3.170 2.917 -1.617  -0.6224
C4 3.473 -4.008 0.444  -0.2098
C5 2.789 1.541 -2.154  -0.3993
C6 0.588 1.654 0.838  -0.1789
C7 -1.580 2.848 0.047  -0.4212
C8 -5.336 0.701 0.408  -0.4995
C9 -3.984 0.125 0.786  0.7094
C10 -1.086 -0.506 1.519  -0.2455
C11 1.770 -2.096 -0.612  -0.2386
C12 -1.600 0.653 0.958  0.2355
C13 -3.025 2.330 0.146  -0.2073
C14 1.440 -3.438 -0.691  -0.2028
C15 2.957 -1.709 -0.004  0.1996
C16 1.098 0.492 1.394  -0.3334
C17 -0.770 1.728 0.626  -0.0548
C18 0.284 -0.570 1.734  -0.1755
C19 2.290 -4.395 -0.163  -0.2049
C20 3.809 -2.669 0.526  -0.2152
C21 3.940 0.537 -2.091  -0.4043
C22 -6.494 -0.247 0.747  -0.5187
H1 2.470 1.637 -3.195  0.2033
H2 0.515 -3.735 -1.163  0.2171
H3 0.734 -1.443 2.179  0.2483
H4 1.113 -1.343 -1.020  0.2232
H5 1.254 2.468 0.604  0.2448
H6 4.806 0.935 -2.622  0.2069
H7 2.349 3.617 -1.758  0.2046
H8 4.718 -2.357 1.016  0.2251
H9 -5.346 0.925 -0.662  0.2408
H10 -7.428 0.314 0.754  0.2413
H11 1.948 1.147 -1.579  0.1993
H12 -4.988 -2.074 0.400  0.5130
H13 -5.478 1.643 0.944  0.2347
H14 4.692 1.104 -0.137  0.2361
H15 3.633 -0.388 -2.586  0.2062
H16 -6.332 -0.684 1.736  0.2334
H17 3.402 2.867 -0.556  0.2192
H18 5.198 -0.509 -0.679  0.1950
H19 -1.290 3.041 -0.987  0.2269
H20 -1.728 -1.329 1.779  0.2584
H21 2.029 -5.441 -0.222  0.2168
H22 -3.615 2.940 0.837  0.2044
H23 -3.522 2.336 -0.827  0.2102
H24 4.134 -4.753 0.863  0.2177
H25 -1.439 3.771 0.609  0.2301
H26 4.040 3.303 -2.143  0.2039

[3]
# C37H36BF4N4O3STl

C37H36BF4N4O3STl as an isolated structure (ωB97M-V with the def2-TZVPD basis set, the OMol25 dataset).

Summary:
HOMO energy: -2.32 eV
gap between HOMO and LUMO: 6.312 eV
net charge: -2
relative energy (zero: lowest compared OMol25 entry of this formula, charge and spin): 0.0 kcal per mole
calculated total energy: -78139.9963 eV
LUMO: 0.1466 hartree

Last column: Mulliken charge in e.
Cartesian coordinates (Å):
Tl1 3.643 3.326 20.787  0.8999
S1 5.621 7.136 20.152  -0.2781
F1 -0.556 5.595 18.235  -0.4308
F2 1.492 5.242 17.181  -0.4042
F3 0.718 7.354 17.604  -0.3634
F4 1.382 6.023 19.330  -0.3905
O1 3.022 1.341 19.650  -1.1970
O2 6.818 1.966 22.064  -0.6195
O3 1.954 7.227 21.542  -0.6592
N1 3.876 1.215 22.794  0.4346
N2 5.161 7.264 22.659  -0.8109
N3 6.490 4.578 20.778  -0.5004
N4 5.669 5.999 22.456  0.1896
C1 4.493 9.343 21.526  -0.1234
C2 6.941 0.350 25.380  -0.4059
C3 9.222 2.310 24.348  -0.5669
C4 2.595 -0.484 23.868  -0.3914
C5 1.221 -0.235 19.364  -0.5564
C6 10.206 3.124 24.811  -0.6124
C7 0.524 2.617 20.177  0.4222
C8 2.684 -0.300 21.321  -1.7728
C9 -0.135 -0.507 19.624  -0.1949
C10 5.467 2.601 23.960  -0.6824
C11 0.425 1.410 22.251  0.0026
C12 1.135 -1.759 17.535  -0.5479
C13 6.749 -0.503 23.157  -0.3767
C14 1.002 1.584 20.972  -0.8276
C15 6.864 -0.931 25.908  -0.8807
C16 3.051 0.145 22.725  0.1337
C17 -0.581 2.271 22.664  -1.0691
C18 -0.194 -2.166 17.832  -0.6994
C19 3.004 0.013 25.110  -1.0941
C20 8.011 2.905 23.964  0.0759
C21 1.796 -0.763 18.252  -0.6355
C22 -0.498 3.483 20.603  -1.0426
C23 7.817 4.270 24.053  -0.1780
C24 -0.831 -1.438 18.854  -0.5881
C25 6.625 -1.799 23.693  -0.6691
C26 6.825 2.028 23.441  2.5664
C27 5.115 7.965 21.596  0.2416
C28 5.965 5.712 21.209  -0.1256
C29 10.096 4.510 24.846  -0.6371
C30 2.042 0.669 20.305  3.5548
C31 3.938 1.023 25.140  -0.5055
C32 8.899 5.062 24.454  -0.7253
C33 6.875 0.596 23.996  -0.4814
C34 6.656 -2.035 25.054  -0.5700
C35 -1.006 3.336 21.889  -0.6954
C36 4.386 1.587 23.962  -0.1673
C37 3.707 9.697 22.758  -1.1817
B1 0.761 6.064 18.044  0.4655
H1 10.916 5.192 25.138  0.3386
H2 5.197 3.443 23.305  -0.1078
H3 1.606 -2.297 16.709  0.3335
H4 4.387 1.401 26.040  0.4533
H5 6.566 -3.012 25.471  0.4405
H6 2.574 6.754 22.079  0.2913
H7 3.543 10.732 22.970  0.3813
H8 6.465 -2.687 23.064  0.3273
H9 11.119 2.621 25.130  0.3359
H10 5.660 3.001 24.954  0.6078
H11 3.664 -0.599 20.908  0.4861
H12 0.797 0.654 22.915  0.2541
H13 7.020 1.206 26.043  0.5689
H14 -1.027 2.140 23.644  0.3945
H15 0.970 2.700 19.195  0.6848
H16 6.762 2.861 21.687  0.5348
H17 6.458 4.409 19.779  0.1206
H18 -1.767 4.001 22.207  0.4647
H19 1.876 -1.322 23.848  0.4232
H20 9.388 1.232 24.318  0.4304
H21 2.651 -0.420 26.044  0.4086
H22 1.913 6.728 20.710  0.4955
H23 6.758 -0.384 22.085  0.4693
H24 2.766 -0.362 17.981  0.4007
H25 2.780 9.151 22.712  0.1864
H26 -1.894 -1.635 19.108  0.3212
H27 2.049 -1.220 21.406  0.2679
H28 5.334 10.072 21.413  0.3358
H29 8.708 6.130 24.514  0.4365
H30 3.854 9.404 20.589  0.2214
H31 4.287 9.223 23.576  0.2929
H32 6.959 -1.019 26.963  0.4170
H33 -0.787 4.306 20.009  0.5755
H34 -0.699 0.002 20.410  0.2458
H35 6.869 4.705 23.829  0.3947
H36 -0.650 -3.000 17.353  0.4387